[1]
ORCA calculation (the ωB97M-V functional and the def2-TZVPD basis) on C56H61GeNO6P2SSe2Y as an isolated structure in a non-equilibrium geometry.

Geometry (Å):
Y  -0.533  0.767  0.000
O  -5.943  -1.905  0.195
C  -5.734  -0.518  0.095
C  -4.214  -0.236  0.174
C  -4.037  1.283  0.044
O  -4.358  1.716  -1.252
C  -3.757  -0.699  1.551
Se  -1.942  -0.165  2.163
C  -3.607  -1.016  -1.003
Se  -1.720  -1.589  -1.044
H  -6.887  -2.085  0.244
H  -6.238  0.016  0.912
H  -6.109  -0.125  -0.859
H  -2.986  1.562  0.287
H  -4.671  1.769  0.800
H  -4.335  2.693  -1.237
H  -3.826  -1.790  1.610
H  -4.414  -0.273  2.314
H  -3.700  -0.409  -1.908
H  -4.168  -1.946  -1.129
O  3.339  1.012  0.547
C  4.203  0.861  -0.514
C  5.507  1.333  -0.572
C  6.243  1.131  -1.728
C  5.704  0.453  -2.808
C  4.389  0.024  -2.767
C  3.629  0.248  -1.628
P  1.800  0.172  -1.599
C  1.680  1.807  -2.433
C  1.457  2.916  -1.616
C  1.351  4.184  -2.164
C  1.456  4.346  -3.536
C  1.736  3.257  -4.346
C  1.867  1.992  -3.799
C  1.497  -1.118  -2.849
C  2.061  -2.363  -2.561
C  1.846  -3.439  -3.400
C  1.059  -3.284  -4.529
C  0.467  -2.062  -4.802
C  0.676  -0.982  -3.962
C  3.810  1.169  1.827
C  5.042  0.718  2.283
C  5.415  0.967  3.591
C  4.570  1.648  4.453
C  3.304  2.008  4.029
C  2.909  1.761  2.718
P  1.156  1.843  2.189
C  0.648  3.592  2.140
C  -0.676  3.843  1.771
C  -1.135  5.138  1.629
C  -0.268  6.198  1.859
C  1.043  5.957  2.237
C  1.506  4.659  2.377
C  0.458  1.258  3.775
C  0.712  -0.081  4.075
C  0.250  -0.622  5.258
C  -0.469  0.168  6.142
C  -0.720  1.496  5.843
C  -0.263  2.049  4.659
H  5.945  1.872  0.256
H  7.248  1.515  -1.778
H  6.297  0.286  -3.694
H  3.951  -0.478  -3.616
H  1.416  2.801  -0.530
H  1.160  5.036  -1.531
H  1.340  5.327  -3.969
H  1.851  3.384  -5.413
H  2.105  1.153  -4.436
H  2.680  -2.473  -1.679
H  2.284  -4.400  -3.175
H  0.907  -4.119  -5.195
H  -0.170  -1.955  -5.669
H  0.188  -0.041  -4.160
H  5.689  0.149  1.632
H  6.368  0.603  3.939
H  4.884  1.855  5.464
H  2.612  2.458  4.725
H  -1.362  3.009  1.609
H  -2.155  5.321  1.324
H  -0.628  7.208  1.743
H  1.714  6.783  2.418
H  2.530  4.471  2.666
H  1.279  -0.680  3.369
H  0.438  -1.659  5.488
H  -0.835  -0.252  7.066
H  -1.282  2.108  6.531
H  -0.468  3.084  4.426
C  3.493  -5.617  1.307
C  2.655  -4.360  1.505
C  1.299  -4.444  0.810
C  0.500  -3.158  1.002
Ge  -1.463  -3.351  0.599
C  -2.126  -5.097  -0.159
C  -3.078  -5.760  0.830
C  -2.341  -6.224  2.083
C  -3.285  -6.477  3.251
H  4.409  -5.554  1.889
H  3.768  -5.739  0.262
H  2.944  -6.500  1.624
H  3.204  -3.493  1.127
H  2.489  -4.201  2.572
H  0.736  -5.282  1.230
H  1.443  -4.639  -0.256
H  0.907  -2.352  0.370
H  0.572  -2.829  2.041
H  -2.270  -3.075  1.854
H  -1.291  -5.759  -0.381
H  -2.631  -4.877  -1.100
H  -3.577  -6.607  0.355
H  -3.851  -5.040  1.111
H  -1.619  -5.447  2.365
H  -1.777  -7.129  1.851
H  -3.865  -5.581  3.463
H  -2.727  -6.736  4.147
H  -3.976  -7.286  3.027
O  -1.313  5.205  -1.637
S  -2.241  4.124  -1.737
O  -3.465  4.257  -0.987
N  -1.488  2.691  -1.327
C  -1.483  1.879  -2.366
O  -0.929  0.755  -2.292
C  -2.148  2.367  -3.585
C  -2.352  1.686  -4.776
C  -3.021  2.347  -5.795
C  -3.471  3.650  -5.628
C  -3.275  4.326  -4.427
C  -2.612  3.662  -3.424
H  -2.005  0.670  -4.900
H  -3.200  1.846  -6.734
H  -3.988  4.143  -6.437
H  -3.622  5.335  -4.278

Multiplicity   1
F_max   0.026 hartree/bohr
Net charge   +1
HOMO   -0.3610 hartree
LUMO energy   -2.3412 eV
ΔE to the lowest compared entry with this formula, charge and spin   0.00 kcal per mole

Löwdin atomic charge list, values in e, 4 entries: 0.971 -0.051 -0.213 -0.542



[2]
ORCA calculation (the ωB97M-V functional and the def2-TZVPD basis) on C56H64N7OSn as an isolated structure.

Geometry (Å):
Sn  -1.674  -0.652  1.109
C  4.013  -2.302  4.207
C  4.231  -2.073  2.707
C  3.183  -1.212  2.069
C  3.137  0.229  2.091
C  4.116  1.136  2.790
C  3.582  1.660  4.129
C  1.932  0.578  1.518
N  1.278  -0.601  1.202
C  2.076  -1.694  1.365
C  1.653  -3.001  0.991
C  0.418  -3.415  0.527
C  0.217  -4.849  0.243
C  1.250  -5.915  0.450
C  1.360  -6.370  1.911
C  -1.064  -5.015  -0.125
C  -1.693  -3.700  -0.115
C  -2.997  -3.541  -0.437
C  -3.821  -2.377  -0.475
N  -3.425  -1.120  -0.073
C  -4.475  -0.269  -0.277
C  -4.426  1.150  -0.004
C  -3.270  1.854  0.114
N  -2.010  1.329  0.113
C  -1.090  2.432  -0.150
C  0.206  2.351  0.681
C  -1.904  3.681  0.194
C  -3.189  3.326  0.273
C  -4.381  4.210  0.477
C  -4.903  4.192  1.919
C  -1.324  5.054  0.346
C  -1.015  5.409  1.806
C  -5.560  -0.983  -0.797
C  -5.139  -2.318  -0.932
C  -5.941  -3.476  -1.443
C  -6.622  -4.272  -0.324
C  -6.883  -0.388  -1.169
C  -7.846  -0.254  0.017
N  -0.750  -2.721  0.272
C  -1.765  -6.304  -0.431
C  -2.640  -6.804  0.727
H  4.791  -2.943  4.632
H  3.044  -2.775  4.381
H  4.022  -1.354  4.750
H  4.253  -3.041  2.198
H  5.219  -1.625  2.551
H  4.368  1.991  2.158
H  5.051  0.595  2.963
H  2.694  2.274  3.965
H  4.331  2.262  4.652
H  3.287  0.832  4.777
H  2.392  -3.780  1.123
H  2.225  -5.553  0.112
H  1.013  -6.776  -0.179
H  1.639  -5.532  2.552
H  2.105  -7.161  2.031
H  0.399  -6.749  2.264
H  -3.507  -4.457  -0.717
H  -5.365  1.691  0.011
H  0.684  3.338  0.660
H  -5.181  3.874  -0.189
H  -4.134  5.232  0.181
H  -5.153  3.171  2.216
H  -5.797  4.812  2.027
H  -4.145  4.563  2.612
H  -2.017  5.795  -0.063
H  -0.409  5.143  -0.247
H  -1.926  5.411  2.406
H  -0.555  6.399  1.875
H  -0.331  4.686  2.257
H  -5.301  -4.148  -2.021
H  -6.704  -3.114  -2.138
H  -5.876  -4.673  0.366
H  -7.210  -5.107  -0.721
H  -7.289  -3.627  0.254
H  -7.356  -0.999  -1.943
H  -6.726  0.599  -1.613
H  -8.079  -1.235  0.437
H  -8.786  0.225  -0.276
H  -7.391  0.343  0.812
H  -1.023  -7.068  -0.671
H  -2.384  -6.184  -1.325
H  -2.029  -7.002  1.612
H  -3.164  -7.725  0.461
H  -3.380  -6.051  1.002
C  -0.815  2.452  -1.711
C  -0.630  3.800  -2.364
C  -1.730  4.570  -2.744
C  -1.563  5.833  -3.295
C  -0.287  6.355  -3.481
C  0.817  5.595  -3.122
C  0.643  4.328  -2.576
H  0.057  1.846  -1.936
H  -1.674  1.945  -2.150
H  -2.727  4.168  -2.593
H  -2.433  6.414  -3.580
H  -0.156  7.344  -3.904
H  1.818  5.987  -3.263
H  1.509  3.739  -2.300
C  7.847  -2.169  -1.729
C  7.094  -0.861  -1.725
C  7.260  0.080  -2.732
C  6.541  1.267  -2.735
C  5.638  1.555  -1.718
N  4.939  2.791  -1.817
C  4.095  3.434  -0.923
O  4.223  4.626  -0.713
N  3.079  2.727  -0.303
C  2.267  1.665  -0.740
C  2.391  0.988  -1.883
C  1.607  -0.221  -2.134
C  0.830  -0.750  -1.198
N  0.586  -0.058  0.021
C  1.249  1.276  0.314
C  5.476  0.629  -0.691
C  6.191  -0.557  -0.709
H  8.595  -2.192  -2.523
H  7.168  -3.012  -1.883
H  8.357  -2.332  -0.778
H  7.956  -0.118  -3.541
H  6.675  1.978  -3.543
H  5.446  3.491  -2.334
H  2.683  3.283  0.440
H  3.103  1.292  -2.631
H  1.700  -0.716  -3.092
H  0.305  -1.692  -1.290
H  -0.084  2.164  1.716
H  4.783  0.808  0.113
H  6.024  -1.272  0.092

Multiplicity   1
F_max   0.012 hartree/bohr
Net charge   -1
HOMO   -0.0982 hartree
LUMO energy   2.2788 eV
ΔE to the lowest compared entry with this formula, charge and spin   62.44 kcal per mole

Löwdin atomic charge list, values in e, 4 entries: 1.246 -0.087 -0.208 -0.134



[3]
ORCA calculation (the ωB97M-V functional and the def2-TZVPD basis) on C56H64OP3PtSi as an isolated structure in a non-equilibrium geometry.

Geometry (Å):
Pt  0.239  0.077  -0.336
C  -4.758  -1.631  3.548
C  -3.286  -1.196  3.650
C  -2.858  -1.122  5.126
C  -2.412  -2.201  2.928
C  -2.488  -3.547  3.281
C  -1.682  -4.514  2.710
C  -0.769  -4.142  1.743
C  -0.682  -2.809  1.339
P  0.645  -2.431  0.180
C  0.649  -3.692  -1.119
C  -0.501  -4.427  -1.418
C  -0.471  -5.400  -2.406
C  0.707  -5.655  -3.096
C  1.855  -4.933  -2.801
C  1.827  -3.951  -1.825
C  2.087  -2.818  1.205
C  2.340  -1.940  2.254
C  3.334  -2.195  3.179
C  4.081  -3.362  3.069
C  3.810  -4.266  2.053
C  2.811  -4.007  1.124
C  -1.489  -1.852  1.950
O  -1.306  -0.528  1.540
C  -2.183  0.442  2.022
C  -2.089  1.706  1.443
C  -2.938  2.726  1.879
C  -3.851  2.485  2.887
C  -3.930  1.218  3.434
C  -3.120  0.167  3.012
P  -0.942  2.203  0.145
C  0.104  3.493  0.856
C  0.097  3.719  2.232
C  0.848  4.752  2.774
C  1.603  5.568  1.948
C  1.606  5.356  0.574
C  0.863  4.325  0.031
C  -2.000  3.071  -1.049
C  -2.045  4.466  -1.091
C  -2.968  5.106  -1.905
C  -3.862  4.370  -2.669
C  -3.850  2.983  -2.604
C  -2.928  2.345  -1.793
H  -4.909  -2.609  4.001
H  -5.086  -1.681  2.510
H  -5.408  -0.939  4.079
H  -2.990  -2.086  5.615
H  -3.464  -0.395  5.665
H  -1.810  -0.832  5.221
H  -3.191  -3.844  4.047
H  -1.758  -5.545  3.025
H  -0.112  -4.883  1.308
H  -1.419  -4.257  -0.869
H  -1.362  -5.973  -2.622
H  0.733  -6.425  -3.854
H  2.779  -5.144  -3.324
H  2.740  -3.416  -1.590
H  1.743  -1.046  2.361
H  3.522  -1.491  3.978
H  4.863  -3.576  3.784
H  4.373  -5.187  1.985
H  2.609  -4.737  0.355
H  -2.880  3.709  1.432
H  -4.503  3.273  3.235
H  -4.655  1.034  4.214
H  -0.491  3.093  2.889
H  0.835  4.920  3.842
H  2.176  6.383  2.369
H  2.180  6.007  -0.072
H  0.851  4.201  -1.042
H  -1.365  5.064  -0.503
H  -2.995  6.187  -1.932
H  -4.582  4.877  -3.298
H  -4.569  2.406  -3.170
H  -2.958  1.268  -1.704
C  3.642  -0.498  -0.324
Si  2.543  0.973  0.009
C  3.170  2.362  -1.069
C  2.488  1.486  1.801
C  1.594  1.213  2.834
C  1.864  1.561  4.144
C  3.051  2.212  4.458
C  3.945  2.526  3.449
C  3.665  2.175  2.136
H  4.569  -0.181  0.174
H  3.868  -0.648  -1.374
H  3.351  -1.444  0.120
H  4.227  2.131  -1.236
H  3.108  3.305  -0.535
H  2.718  2.491  -2.051
H  0.635  0.737  2.626
H  1.151  1.331  4.925
H  3.272  2.482  5.483
H  4.867  3.043  3.681
H  4.393  2.434  1.375
C  -0.136  1.126  -5.148
C  -0.305  1.347  -3.630
C  0.431  2.619  -3.242
P  0.061  -0.157  -2.635
C  1.565  -0.980  -3.291
C  1.293  -1.913  -4.483
C  2.697  -0.017  -3.643
C  -1.345  -1.348  -2.751
C  -2.024  -1.329  -4.131
C  -2.435  -1.303  -1.683
H  -0.655  1.952  -5.636
H  -0.575  0.209  -5.527
H  0.905  1.175  -5.454
H  -1.372  1.485  -3.448
H  1.461  2.593  -3.602
H  0.425  2.800  -2.173
H  -0.064  3.461  -3.728
H  1.870  -1.607  -2.449
H  1.008  -1.362  -5.376
H  0.547  -2.678  -4.272
H  2.226  -2.430  -4.707
H  2.505  0.502  -4.579
H  3.609  -0.596  -3.788
H  2.893  0.732  -2.877
H  -0.814  -2.295  -2.642
H  -2.504  -0.372  -4.339
H  -2.807  -2.088  -4.115
H  -1.354  -1.575  -4.951
H  -3.175  -0.529  -1.876
H  -2.074  -1.178  -0.667
H  -2.971  -2.253  -1.720

Multiplicity   1
F_max   0.031 hartree/bohr
Net charge   +3
HOMO   -0.5828 hartree
LUMO energy   -9.7714 eV

Löwdin atomic charge list, values in e, 4 entries: 0.663 0.000 -0.432 0.009